Molecular formula: C5H8O
Method: DFT, ωB97M-V/def2-TZVPD

Calculated values
Max |F|   0.50 eV Å⁻¹
SMILES string   C[C@H]1C[C@H]1C=O
HOMO level   -9.8 eV
Relative energy (zero: lowest compared OMol25 entry of this formula, charge and spin)   1.323 eV
Total charge   0

Each line ends with the Mulliken charge.
CARTESIAN COORDINATES (ANGSTROEM)
C1 0.62493 -1.42024 0.51222  -1.405
C2 0.61314 -0.33847 -0.54813  0.226
C3 -0.67205 0.08566 -1.20780  -0.746
C4 0.03456 1.02577 -0.27931  0.043
C5 -0.58525 1.33523 1.05190  -0.267
O1 -1.69362 1.79471 1.19157  -0.471
H1 -0.27017 -1.37185 1.14426  0.342
H2 0.65206 -2.41656 0.05708  0.351
H3 1.50028 -1.33809 1.16680  0.317
H4 1.48439 -0.33758 -1.19941  0.369
H5 -1.60295 -0.34012 -0.84327  0.233
H6 -0.67458 0.30684 -2.27008  0.262
H7 0.54134 1.88688 -0.71612  0.382
H8 0.04790 1.12780 1.94030  0.364

---

Molecular formula: C5H8O
Method: DFT, ωB97M-V/def2-TZVPD

Calculated values
Max |F|   0.44 eV Å⁻¹
SMILES string   C[C@]12C=C[C@H]1O2.[H][H]
HOMO level   -9.2 eV
Relative energy (zero: lowest compared OMol25 entry of this formula, charge and spin)   4.593 eV
Total charge   0

Each line ends with the Mulliken charge.
CARTESIAN COORDINATES (ANGSTROEM)
C1 -2.03530 0.51006 0.19135  -1.128
C2 -0.74364 -0.02567 -0.32885  0.897
C3 0.43864 -0.59727 0.45078  -0.600
C4 1.31600 0.09378 -0.29208  -0.378
C5 0.22151 0.62110 -1.19863  -0.360
O1 -0.59346 -0.49236 -1.66284  -0.470
H1 -1.84163 1.15556 1.05621  0.287
H2 -2.72095 -0.28366 0.50488  0.288
H3 -2.51541 1.09749 -0.59415  0.333
H4 0.48937 -1.42804 1.14215  0.373
H5 2.39065 0.24914 -0.29141  0.320
H6 0.14556 1.55027 -1.74358  0.419
H7 2.51615 -1.14928 1.67983  -0.007
H8 2.93251 -1.30112 1.08634  0.027

---

Molecular formula: C5H8O
Method: DFT, ωB97M-V/def2-TZVPD

Calculated values
Max |F|   3.25 eV Å⁻¹
HOMO level   -8.8 eV
Relative energy (zero: lowest compared OMol25 entry of this formula, charge and spin)   4.949 eV
Total charge   0

Each line ends with the Mulliken charge.
CARTESIAN COORDINATES (ANGSTROEM)
C1 0.54926 -0.62634 2.46789  -0.702
O1 1.51242 -0.78595 1.45885  -0.326
C2 0.92582 -1.03519 0.21180  -0.155
C3 0.07177 0.03624 -0.32261  -0.295
C4 -0.68203 0.28476 -1.25253  0.313
C5 -1.19474 0.45515 -2.55883  -0.946
H1 -0.03760 -1.54859 2.61245  0.276
H2 1.08897 -0.39657 3.38817  0.235
H3 -0.14513 0.19481 2.23425  0.306
H4 1.75517 -1.19887 -0.48825  0.264
H5 0.33062 -1.96754 0.24275  0.293
H6 -2.24003 0.45124 -2.83790  0.317
H7 -0.56078 1.04683 -3.26285  0.229
H8 -1.11382 -0.73591 -2.17056  0.191

---

Molecular formula: C5H8O
Method: DFT, ωB97M-V/def2-TZVPD

Calculated values
Max |F|   0.51 eV Å⁻¹
HOMO level   -8.6 eV
Relative energy (zero: lowest compared OMol25 entry of this formula, charge and spin)   4.031 eV
Total charge   0

Each line ends with the Mulliken charge.
CARTESIAN COORDINATES (ANGSTROEM)
O1 -1.46502 0.12851 1.21917  -0.171
C1 -1.64032 -0.94569 1.92866  -0.317
C2 -0.07527 0.49092 1.01648  -0.747
C3 0.15372 0.68705 -0.45295  0.085
C4 1.44543 0.17756 -1.03077  -0.630
C5 0.16072 -0.54051 -1.31675  -0.507
H1 -2.73799 -1.11940 1.82813  0.174
H2 0.13562 1.39139 1.60283  0.323
H3 0.51006 -0.34811 1.40588  0.442
H4 -0.26622 1.58900 -0.89365  0.383
H5 1.91793 0.74456 -1.82666  0.263
H6 2.14192 -0.29711 -0.34471  0.226
H7 -0.27023 -0.46278 -2.30995  0.254
H8 -0.01037 -1.49539 -0.82570  0.223